(1)
The following is a DFT calculation (ωB97M-V/def2-TZVPD) of one molecule with the formula C7H10 at a distorted geometry.

As for the charge: 0. Its SMILES is C=C1C=C(C)[C@H]1C. For the electronic energy, the calculation gives -272.58858 a.u. The calculation puts the max |F| at 5.234 eV/Å. The calculation puts the LUMO energy at 1.06 eV. Its HOMO energy is -8.911 eV.

Geometry as XYZ:
```
17
C7H10 | OMol25 | ωB97M-V/def2-TZVPD
C 2.7769 0.3860 0.1941
C 1.5162 0.1183 0.3623
C 0.3818 -0.1627 1.6780
C -0.4912 -0.5510 0.7124
C -1.7747 -1.3832 0.8102
C 0.3141 -0.1588 -0.5740
C -0.1887 1.0532 -1.2302
H 3.1800 0.2130 -0.7691
H 3.3597 0.4040 1.0365
H 0.5426 -0.1899 2.7875
H -1.5357 -2.2721 1.3219
H -2.2272 -1.5182 -0.1112
H -2.6013 -0.9059 1.4490
H 0.6548 -0.9349 -1.3748
H 0.5913 1.5459 -1.7656
H -0.6402 1.6571 -0.4873
H -1.0298 0.8945 -1.8286
```

=====

(2)
The following is a DFT calculation (ωB97M-V/def2-TZVPD) of one molecule with the formula H2NP.

As for the charge: 0. Its SMILES is [H]/N=P/[H]. For the electronic energy, the calculation gives -397.25868 a.u. The calculation puts the max |F| at 0.920 eV/Å. The calculation puts the LUMO energy at -0.27 eV. Its HOMO energy is -9.352 eV.

Geometry as XYZ:
```
4
H2NP | OMol25 | ωB97M-V/def2-TZVPD
H 1.0639 1.1246 -0.0009
N 0.6906 0.1801 0.0003
P -0.8537 0.0605 0.0000
H -0.9009 -1.3652 0.0007
```

=====

(3)
The following is a DFT calculation (ωB97M-V/def2-TZVPD) of a 11-piece molecular cluster, C4H29N2O11S overall at a distorted geometry.

As for the charge: -1. For the electronic energy, the calculation gives -1505.21102 a.u. The calculation puts the max |F| at 3.445 eV/Å. The calculation puts the LUMO energy at 2.39 eV. Its HOMO energy is -4.051 eV.

Geometry as XYZ:
```
47
C4H29N2O11S | OMol25 | ωB97M-V/def2-TZVPD
C 0.2361 -0.2795 1.0811
N -0.7327 -1.1075 1.8504
C -0.6130 -2.4323 1.8138
O 0.2761 -3.0532 1.2327
C -0.0800 1.2449 1.1790
C -0.4372 1.6477 2.5899
S -2.3635 1.5389 2.6884
N 1.1729 1.8772 0.6806
H 1.2097 -0.6617 1.5806
H 0.2873 -0.5097 0.0259
H -1.4797 -0.6125 2.3315
H -1.4150 -3.0186 2.3029
H -0.8422 1.5018 0.4508
H -0.1438 2.6646 2.8156
H -0.1004 0.9616 3.3988
H 1.0397 2.9188 0.8166
H 2.0424 1.7170 1.1667
H -1.8305 -0.6366 -3.7748
H -2.0134 -0.2125 -2.2628
O -2.0556 0.0789 -3.1949
H -0.9112 4.1045 1.2272
H -0.6758 4.0194 -0.3092
O -0.2760 4.3001 0.5210
H 0.1725 -2.2823 -1.6329
H 0.4084 -3.3582 -0.5704
O 0.2913 -3.2772 -1.5462
H 1.9248 2.1029 -2.2373
H 2.0125 1.1904 -0.9075
O 2.1371 1.2494 -1.8806
H 0.6047 -0.9826 -3.0354
H 0.9037 -0.0982 -1.8618
O 0.2096 -0.7092 -2.1826
H 4.0503 -0.4410 1.6224
H 2.6192 -0.8958 2.2475
O 3.2471 -0.1882 2.0748
H 3.2956 -3.1342 -0.4638
H 2.0839 -3.2386 0.4469
O 3.0441 -3.1690 0.4574
H -1.6195 -3.1904 -0.7367
H -2.8988 -2.3200 -0.3847
O -2.2517 -2.9589 -0.0358
H -3.3268 0.6048 -0.5510
H -2.0973 -0.0136 0.0555
O -2.7492 -0.1508 -0.6298
H -0.1887 3.4857 -2.7602
H -1.0447 2.3813 -2.7620
O -1.1223 3.3424 -2.9379
```

=====

(4)
The following is a DFT calculation (ωB97M-V/def2-TZVPD) of a 2-piece molecular cluster, CH5F2N2O2PS overall at a distorted geometry.

As for the charge: 0. For the electronic energy, the calculation gives -1240.34655 a.u. The calculation puts the max |F| at 3.109 eV/Å. The calculation puts the LUMO energy at 0.11 eV. Its HOMO energy is -11.217 eV.

Geometry as XYZ:
```
14
CH5F2N2O2PS | OMol25 | ωB97M-V/def2-TZVPD
C -0.5202 0.1958 1.6135
N 0.5004 0.7558 -3.4047
N 0.2083 -0.7828 -0.9128
O -2.1306 -1.0864 -0.0660
O -1.1795 1.1012 -0.7958
F 1.3555 1.6762 -1.2590
F 2.3905 -1.3398 -1.6453
P 0.4211 0.5813 -1.9138
S -1.0204 -0.2126 -0.0391
H 0.5052 0.6868 1.7566
H -1.4517 0.5982 1.9162
H -0.6041 -0.8028 2.1550
H 0.0801 0.0349 -3.9356
H 1.5001 -1.4011 -1.3232
```

=====

(5)
The following is a DFT calculation (ωB97M-V/def2-TZVPD) of a 2-piece molecular cluster, C4H12Br2N2Si overall at a distorted geometry.

As for the charge: 0. For the electronic energy, the calculation gives -5706.64948 a.u. The calculation puts the max |F| at 4.051 eV/Å. The calculation puts the LUMO energy at -0.42 eV. Its HOMO energy is -7.896 eV.

Geometry as XYZ:
```
21
C4H12Br2N2Si | OMol25 | ωB97M-V/def2-TZVPD
C 0.0502 0.3440 -2.0169
C -2.0113 1.5455 -1.3608
C 1.9042 -0.6425 0.6366
C 0.4292 -1.9692 2.1356
N -0.9838 0.6328 -0.9507
N 0.5873 -0.9684 1.0399
Si -0.6072 0.1081 0.6050
Br 1.3256 3.0092 1.0131
Br -2.3776 -0.0001 1.8027
H 0.4122 -0.6047 -1.9668
H -0.5000 0.3792 -2.9293
H 0.9863 0.9945 -2.2420
H -2.7160 0.9874 -2.0259
H -2.5759 2.0786 -0.5025
H -1.6621 2.4192 -1.9104
H 2.3395 -1.4413 0.0588
H 1.8346 0.2009 -0.0666
H 2.5821 -0.2319 1.5662
H 0.2569 -1.5216 3.0423
H -0.4777 -2.6184 1.9012
H 1.2036 -2.7013 2.1706
```

=====

(6)
The following is a DFT calculation (ωB97M-V/def2-TZVPD) of one molecule with the formula C2H5N3 at a distorted geometry.

As for the charge: 0. Its SMILES is C=NN1CN1. For the electronic energy, the calculation gives -243.31510 a.u. The calculation puts the max |F| at 3.921 eV/Å. The calculation puts the LUMO energy at 1.05 eV. Its HOMO energy is -9.172 eV.

Geometry as XYZ:
```
10
C2H5N3 | OMol25 | ωB97M-V/def2-TZVPD
C -0.3374 1.4311 -0.9261
N -1.1407 0.5847 -0.4742
N -0.9120 -0.0031 0.7434
C 0.1820 -0.8491 1.0058
N -1.1265 -1.4475 0.8565
H -0.5460 1.9604 -1.8961
H 0.5571 1.8113 -0.5329
H 0.5667 -0.8432 2.0779
H 1.1609 -0.8311 0.3378
H -1.1974 -1.9805 -0.1299
```

=====

no.,Kohn-Sham gap (eV)
1,10.0
2,9.1
3,6.4
4,11.3
5,7.5
6,10.2